1.
{
  "formula": "C10H17NO3",
  "method": "ωB97M-V with the def2-TZVPD basis set",
  "homo_ev": -6.5,
  "gap_ev": 6.874,
  "species": ["C", "C", "C", "C", "C", "C", "C", "C", "C", "C", "N", "O", "O", "O", "H", "H", "H", "H", "H", "H", "H", "H", "H", "H", "H", "H", "H", "H", "H", "H", "H"],
  "coordinates": [[-0.57, -2.65, 2.23], [0.76, -2.73, 1.86], [-0.83, -1.24, 2.14], [1.27, -1.50, 1.56], [1.30, -0.72, -1.42], [-1.41, 0.04, -2.98], [1.84, 2.19, 1.44], [-2.09, 1.63, 0.43], [0.33, 0.39, -1.28], [0.29, 1.08, 0.06], [0.29, -0.59, 1.73], [-1.07, 0.08, -1.59], [1.54, 1.45, 0.30], [-0.67, 1.75, 0.62], [-1.15, -3.52, 2.58], [1.39, -3.61, 1.84], [-1.77, -0.69, 2.16], [2.27, -1.32, 1.23], [1.16, -1.12, -2.40], [1.10, -1.51, -0.68], [2.38, -0.41, -1.20], [-2.58, 0.11, -3.12], [-0.99, -0.83, -3.62], [-1.13, 1.12, -3.27], [1.70, 3.20, 1.23], [3.02, 2.06, 1.55], [1.34, 1.71, 2.31], [-2.37, 1.79, -0.66], [-2.53, 2.28, 1.28], [-2.43, 0.58, 0.51], [0.73, 1.18, -1.97]],
  "mulliken_charge": [-0.66, -0.34, -0.67, -0.81, -1.42, -0.79, -0.84, -0.62, 0.84, 0.42, 0.05, -0.27, -0.25, -0.30, 0.39, 0.40, 0.41, 0.53, 0.41, 0.37, 0.27, 0.24, 0.23, 0.37, 0.35, 0.24, 0.36, 0.21, 0.25, 0.28, 0.33]
}

***

2.
{
  "formula": "C10H17NSi",
  "method": "ωB97M-V with the def2-TZVPD basis set",
  "homo_ev": -8.2,
  "gap_ev": 9.047,
  "species": ["C", "C", "C", "C", "C", "C", "C", "C", "C", "C", "N", "Si", "H", "H", "H", "H", "H", "H", "H", "H", "H", "H", "H", "H", "H", "H", "H", "H", "H"],
  "coordinates": [[-2.05, -1.32, 3.16], [-0.76, -0.80, 3.21], [-2.81, -1.26, 2.00], [-0.27, -0.22, 2.03], [-2.27, -0.81, 0.82], [-0.99, -0.28, 0.81], [0.80, 2.83, -1.83], [1.17, -1.95, -0.46], [2.06, -0.46, -2.19], [0.20, 2.36, -0.49], [1.20, -0.59, -0.99], [-0.06, 0.54, -0.64], [-2.30, -1.92, 4.06], [-0.02, -1.03, 4.08], [-3.91, -1.51, 2.06], [0.78, 0.07, 2.04], [-2.90, -0.63, -0.01], [1.88, 2.49, -1.84], [0.16, 2.54, -2.62], [0.83, 3.92, -1.86], [0.93, -2.63, -1.38], [2.22, -2.25, -0.23], [0.43, -2.01, 0.28], [1.75, -1.22, -2.97], [1.90, 0.56, -2.55], [3.11, -0.66, -1.91], [-0.80, 2.92, -0.43], [0.82, 2.62, 0.40], [-1.11, 0.71, -2.54]],
  "mulliken_charge": [-0.28, -0.47, -0.42, 0.13, -0.39, -0.17, -1.27, -0.93, -0.94, -0.31, 0.34, -0.08, 0.31, 0.26, 0.29, 0.29, 0.42, 0.26, 0.35, 0.40, 0.28, 0.28, 0.34, 0.31, 0.26, 0.30, 0.27, 0.39, -0.21]
}

***

3.
{
  "formula": "C10H18BNO",
  "method": "ωB97M-V with the def2-TZVPD basis set",
  "homo_ev": [-5.4, -8.6],
  "multiplicity": 3,
  "gap_ev": [5.941, 6.522],
  "species": ["B", "C", "C", "C", "C", "C", "C", "C", "C", "C", "C", "N", "O", "H", "H", "H", "H", "H", "H", "H", "H", "H", "H", "H", "H", "H", "H", "H", "H", "H", "H"],
  "coordinates": [[0.12, 0.42, -0.17], [-0.44, -2.38, -0.35], [-1.52, -1.46, -0.34], [0.85, -1.89, -0.13], [-1.34, -0.10, -0.28], [-3.72, 0.40, -1.15], [-3.11, 0.67, 1.22], [3.24, 0.46, 1.54], [3.80, 0.51, -1.03], [-2.58, 0.77, -0.21], [3.39, -0.16, 0.20], [1.04, -0.62, -0.04], [0.60, 1.70, 0.15], [-0.70, -3.51, -0.39], [-2.56, -1.71, -0.40], [1.62, -2.65, -0.12], [-4.49, 1.12, -0.99], [-4.14, -0.58, -0.94], [-3.25, 0.36, -2.14], [-2.29, 0.78, 1.99], [-3.42, -0.31, 1.16], [-3.86, 1.33, 1.27], [2.38, 1.21, 1.58], [3.11, -0.26, 2.29], [4.17, 0.97, 1.62], [3.33, 1.48, -1.19], [3.41, -0.15, -1.85], [4.87, 0.62, -0.97], [-2.16, 1.82, -0.52], [3.72, -1.19, 0.03], [-0.08, 2.35, 0.16]],
  "mulliken_charge": [0.43, -0.82, 0.01, 0.04, 0.18, -1.56, -1.39, -1.08, -1.19, 0.36, 0.16, -0.33, -0.61, 0.26, 0.26, 0.32, 0.48, 0.33, 0.38, 0.32, 0.38, 0.52, 0.13, 0.28, 0.42, 0.24, 0.27, 0.39, 0.20, 0.38, 0.26]
}

***

It is found that the E_tot values, taken in the order of the records, are -18272.946; -20011.201; -14872.645 eV.
It is found that the max |F| values, taken in the order of the records, are 4.57; 4.42; 4.52 eV Å⁻¹.